[1]
{"formula": "C11H44N22O11", "method": "ωB97M-V/def2-TZVPD", "smiles": "NC(N)=O.NC(N)=O.NC(N)=O.NC(N)=O.NC(N)=O.NC(N)=O.NC(N)=O.NC(N)=O.NC(N)=O.NC(N)=O.NC(N)=O", "homo_energy_ev": -9.111, "e_tot_ev": -67436.7358, "e_above_lowest_kj_mol": 188.9, "homo_lumo_gap_ev": 9.028, "symbols": ["C", "O", "N", "N", "H", "H", "H", "H", "C", "O", "N", "N", "H", "H", "H", "H", "C", "O", "N", "N", "H", "H", "H", "H", "C", "O", "N", "N", "H", "H", "H", "H", "C", "O", "N", "N", "H", "H", "H", "H", "C", "O", "N", "N", "H", "H", "H", "H", "C", "O", "N", "N", "H", "H", "H", "H", "C", "O", "N", "N", "H", "H", "H", "H", "C", "O", "N", "N", "H", "H", "H", "H", "C", "O", "N", "N", "H", "H", "H", "H", "C", "O", "N", "N", "H", "H", "H", "H"], "positions_angstrom": [[1.736, -3.826, -2.652], [2.228, -4.678, -3.382], [2.009, -3.723, -1.321], [0.734, -2.990, -3.052], [2.773, -4.292, -0.995], [1.772, -2.906, -0.786], [0.632, -2.151, -2.508], [0.542, -2.954, -4.038], [-0.670, 5.638, -0.444], [-1.383, 6.299, -1.190], [-0.041, 6.114, 0.665], [-0.485, 4.299, -0.647], [-0.238, 7.058, 0.942], [0.456, 5.502, 1.284], [-1.023, 3.899, -1.411], [0.048, 3.666, -0.077], [-0.565, -2.274, 3.943], [0.198, -1.335, 3.708], [-1.699, -2.512, 3.225], [-0.565, -2.933, 5.150], [-2.358, -3.228, 3.460], [-2.040, -1.731, 2.688], [0.103, -2.802, 5.882], [-1.304, -3.607, 5.202], [0.300, -6.028, 1.559], [0.555, -7.136, 1.069], [0.129, -4.966, 0.736], [-0.168, -5.872, 2.832], [0.233, -4.990, -0.260], [-0.158, -4.077, 1.115], [0.022, -6.603, 3.489], [-0.882, -5.177, 2.914], [-2.031, 2.773, -3.640], [-0.945, 2.794, -3.010], [-3.077, 1.969, -3.368], [-2.287, 3.720, -4.584], [-3.724, 1.742, -4.098], [-2.837, 1.252, -2.695], [-1.570, 4.389, -4.800], [-3.193, 3.782, -5.005], [2.576, 2.861, -4.052], [3.698, 3.042, -4.500], [1.397, 2.829, -4.756], [2.375, 2.592, -2.726], [0.544, 2.846, -4.207], [1.464, 3.154, -5.704], [3.182, 2.582, -2.131], [1.482, 2.448, -2.297], [-3.035, -1.801, -4.113], [-2.924, -0.954, -3.228], [-2.538, -3.065, -3.975], [-3.574, -1.569, -5.332], [-2.645, -3.777, -4.672], [-2.108, -3.315, -3.102], [-3.601, -2.230, -6.083], [-4.184, -0.771, -5.385], [0.213, -0.731, -0.094], [-0.029, -1.927, -0.228], [0.291, 0.108, -1.173], [0.636, -0.193, 1.090], [0.438, 1.081, -0.981], [-0.404, -0.227, -1.832], [0.864, 0.777, 1.248], [0.407, -0.730, 1.925], [-2.557, 3.189, 2.598], [-1.971, 3.092, 3.686], [-2.003, 2.734, 1.436], [-3.689, 3.911, 2.436], [-2.455, 3.161, 0.652], [-1.136, 2.233, 1.408], [-4.040, 4.077, 1.511], [-4.281, 4.195, 3.192], [3.720, -3.451, 3.904], [4.838, -3.959, 3.724], [3.344, -2.461, 3.063], [2.926, -3.773, 4.949], [3.828, -2.272, 2.211], [2.431, -2.067, 3.241], [3.386, -4.234, 5.712], [2.046, -3.317, 5.112], [2.068, 2.788, 2.398], [1.015, 2.642, 1.761], [2.253, 2.417, 3.690], [3.114, 3.502, 1.875], [1.420, 2.188, 4.212], [3.073, 2.701, 4.183], [3.885, 3.652, 2.491], [3.036, 3.915, 0.964]], "lowdin_charge": [-0.68, 0.02, 0.15, 0.15, 0.11, 0.07, 0.05, 0.10, -0.68, 0.01, 0.16, 0.15, 0.10, 0.08, 0.06, 0.05, -0.63, 0.00, 0.17, 0.17, 0.10, 0.12, 0.10, 0.09, -0.67, 0.00, 0.16, 0.14, 0.09, 0.06, 0.10, 0.06, -0.62, -0.06, 0.18, 0.18, 0.10, 0.08, 0.11, 0.10, -0.68, 0.02, 0.15, 0.15, 0.04, 0.10, 0.10, 0.05, -0.67, 0.00, 0.16, 0.15, 0.10, 0.10, 0.10, 0.10, -0.65, -0.01, 0.18, 0.19, 0.07, 0.10, 0.04, 0.05, -0.67, -0.01, 0.16, 0.15, 0.08, 0.06, 0.09, 0.10, -0.69, -0.01, 0.17, 0.16, 0.10, 0.06, 0.11, 0.06, -0.62, -0.04, 0.18, 0.17, 0.12, 0.10, 0.09, 0.11]}

[2]
{"formula": "C11H45CaN22O12", "method": "ωB97M-V/def2-TZVPD", "homo_energy_ev": -10.140, "e_tot_ev": -87934.0861, "e_above_lowest_kj_mol": 0.0, "homo_lumo_gap_ev": 8.012, "total_charge": 1, "symbols": ["Ca", "O", "H", "C", "O", "N", "N", "H", "H", "H", "H", "C", "O", "N", "N", "H", "H", "H", "H", "C", "O", "N", "N", "H", "H", "H", "H", "C", "O", "N", "N", "H", "H", "H", "H", "C", "O", "N", "N", "H", "H", "H", "H", "C", "O", "N", "N", "H", "H", "H", "H", "C", "O", "N", "N", "H", "H", "H", "H", "C", "O", "N", "N", "H", "H", "H", "H", "C", "O", "N", "N", "H", "H", "H", "H", "C", "O", "N", "N", "H", "H", "H", "H", "C", "O", "N", "N", "H", "H", "H", "H"], "positions_angstrom": [[-0.357, -0.847, -0.291], [-0.237, -0.085, 1.782], [-0.792, 0.717, 1.845], [-0.549, -3.823, 1.431], [-0.738, -2.840, 0.805], [-0.962, -4.124, 2.642], [0.122, -4.880, 0.961], [-1.513, -3.461, 3.168], [-0.796, -5.013, 3.091], [0.236, -5.708, 1.528], [0.532, -4.824, 0.040], [-2.546, 1.776, 4.277], [-2.257, 0.937, 5.156], [-2.274, 1.453, 3.034], [-3.464, 2.771, 4.387], [-1.718, 0.613, 2.959], [-2.894, 1.750, 2.295], [-4.056, 2.703, 5.202], [-3.628, 3.402, 3.615], [-2.443, 1.220, -4.386], [-2.754, 0.043, -4.137], [-2.807, 2.017, -5.376], [-1.653, 2.008, -3.702], [-2.475, 2.948, -5.583], [-3.441, 1.529, -5.992], [-1.151, 1.747, -2.866], [-1.618, 2.986, -3.950], [1.192, 3.225, 2.295], [2.042, 4.059, 1.937], [1.486, 1.979, 2.441], [-0.032, 3.516, 2.478], [2.459, 1.802, 2.237], [0.879, 1.231, 2.136], [-0.291, 4.486, 2.371], [-0.589, 2.730, 2.782], [0.763, -1.113, -3.539], [0.429, -0.772, -2.475], [1.854, -1.666, -3.775], [0.039, -0.915, -4.633], [2.511, -1.664, -3.007], [2.096, -1.991, -4.701], [0.362, -1.212, -5.543], [-0.841, -0.433, -4.520], [1.729, -1.847, 4.083], [2.174, -2.948, 4.420], [0.513, -1.646, 3.926], [2.359, -0.736, 3.830], [-0.008, -2.509, 3.985], [0.204, -1.054, 3.168], [1.781, 0.004, 3.457], [3.361, -0.725, 3.955], [-2.350, -2.978, -2.121], [-1.517, -2.320, -1.658], [-2.515, -4.170, -1.713], [-3.175, -2.465, -2.988], [-3.273, -4.681, -2.142], [-2.206, -4.337, -0.766], [-3.825, -3.083, -3.452], [-3.055, -1.498, -3.255], [-3.567, 0.537, -0.670], [-2.411, 0.167, -0.600], [-4.608, -0.255, -0.336], [-3.958, 1.774, -0.819], [-5.559, 0.020, -0.538], [-4.334, -1.227, -0.339], [-4.811, 2.007, -1.307], [-3.370, 2.583, -0.676], [1.075, 2.158, -1.446], [0.604, 1.276, -0.727], [1.058, 3.413, -1.114], [1.712, 1.993, -2.570], [1.456, 4.227, -1.561], [0.646, 3.481, -0.194], [1.813, 1.016, -2.805], [1.982, 2.719, -3.218], [2.771, -2.044, 0.075], [1.818, -1.532, -0.454], [3.649, -1.305, 0.640], [2.996, -3.281, -0.117], [4.304, -1.743, 1.272], [3.454, -0.317, 0.712], [3.935, -3.611, 0.055], [2.293, -3.900, -0.496], [4.427, 2.241, 0.691], [3.584, 1.389, 0.627], [4.304, 3.525, 0.714], [5.720, 1.895, 0.390], [4.896, 4.104, 1.291], [3.344, 3.818, 0.822], [6.492, 2.507, 0.610], [5.959, 1.081, 0.938]], "lowdin_charge": [1.46, -0.50, -0.06, -0.73, -0.03, 0.18, 0.18, 0.13, 0.13, 0.12, 0.10, -0.68, 0.03, 0.12, 0.16, 0.08, 0.12, 0.11, 0.10, -0.69, 0.01, 0.16, 0.18, 0.12, 0.12, 0.10, 0.12, -0.77, -0.03, 0.19, 0.20, 0.09, 0.04, 0.13, 0.08, -0.83, -0.05, 0.22, 0.21, 0.13, 0.13, 0.11, 0.07, -0.82, -0.01, 0.17, 0.18, 0.09, 0.04, 0.07, 0.12, -0.83, -0.03, 0.21, 0.21, 0.12, 0.12, 0.12, 0.06, -0.70, -0.05, 0.19, 0.17, 0.11, 0.11, 0.12, 0.12, -0.75, -0.06, 0.20, 0.21, 0.13, 0.10, 0.10, 0.13, -0.78, -0.07, 0.22, 0.21, 0.13, 0.06, 0.13, 0.11, -0.71, 0.03, 0.19, 0.15, 0.13, 0.05, 0.10, 0.09]}

[3]
{"formula": "C11H49FN2O18PS", "method": "ωB97M-V/def2-TZVPD", "homo_energy_ev": [-8.714, -9.026], "e_tot_ev": -74877.3861, "spin_multiplicity": 2, "homo_lumo_gap_ev": [8.847, 9.099], "symbols": ["C", "C", "C", "C", "C", "P", "S", "C", "O", "N", "C", "O", "F", "C", "C", "C", "C", "N", "O", "H", "H", "H", "H", "H", "H", "H", "H", "H", "H", "H", "H", "H", "H", "H", "H", "H", "H", "H", "O", "H", "H", "O", "H", "H", "O", "H", "H", "O", "H", "H", "O", "H", "H", "O", "H", "H", "O", "H", "H", "O", "H", "H", "O", "H", "H", "O", "H", "H", "O", "H", "H", "O", "H", "H", "O", "H", "H", "O", "H", "H", "O", "H", "H"], "positions_angstrom": [[0.939, -3.515, 1.333], [1.749, -2.567, 0.409], [2.961, -2.154, 1.250], [0.861, -1.314, 0.149], [0.288, -1.148, -1.282], [0.028, 0.693, -1.525], [-0.614, 1.644, 0.050], [-1.068, -1.772, -1.496], [-1.933, -1.179, -1.979], [-1.306, -3.183, -1.135], [-2.365, -3.301, -0.260], [-3.283, -3.956, -0.425], [-2.221, -2.578, 0.830], [1.260, -1.596, -2.436], [2.417, -2.517, -1.979], [2.685, -3.496, -3.142], [3.687, -1.668, -1.841], [2.101, -3.337, -0.805], [1.316, -4.311, -1.066], [0.938, -3.041, 2.310], [1.496, -4.435, 1.458], [-0.061, -3.688, 0.975], [2.606, -1.733, 2.185], [3.516, -1.350, 0.774], [3.575, -3.006, 1.479], [0.008, -1.378, 0.817], [1.384, -0.419, 0.465], [1.307, 1.199, -1.860], [-0.758, 0.912, -2.671], [-1.585, -3.650, -1.988], [1.707, -0.719, -2.894], [0.690, -2.100, -3.210], [1.766, -3.949, -3.486], [3.052, -2.902, -3.978], [3.449, -4.233, -2.895], [3.542, -0.733, -1.305], [4.502, -2.251, -1.426], [4.004, -1.408, -2.845], [-3.091, -3.200, 3.675], [-2.827, -4.126, 3.729], [-2.690, -2.895, 2.850], [-1.774, 4.833, 1.000], [-1.533, 3.954, 0.676], [-2.637, 5.002, 0.585], [1.005, 5.293, 1.653], [0.136, 5.355, 1.230], [0.799, 5.250, 2.594], [5.283, -5.173, -3.481], [6.155, -5.474, -3.200], [5.044, -5.779, -4.192], [-1.103, 7.886, 0.081], [-1.424, 7.144, 0.608], [-0.515, 7.478, -0.565], [-5.406, -1.458, 3.039], [-4.501, -1.776, 3.162], [-5.786, -2.059, 2.390], [1.755, 5.216, -1.398], [1.573, 5.346, -0.458], [2.717, 5.206, -1.451], [-3.835, 4.649, -0.855], [-3.611, 3.763, -1.163], [-4.694, 4.831, -1.248], [-5.609, 1.478, 4.729], [-5.486, 0.620, 4.302], [-6.517, 1.716, 4.517], [1.686, 4.313, -4.263], [1.532, 4.466, -3.319], [2.644, 4.299, -4.352], [-0.413, -3.341, 4.800], [-1.354, -3.109, 4.797], [-0.382, -4.234, 5.159], [-0.695, 4.271, -6.106], [-0.267, 4.550, -6.922], [-0.093, 4.568, -5.410], [-4.678, 1.819, 1.298], [-5.293, 1.091, 1.151], [-4.650, 1.909, 2.259], [-1.603, 5.500, 3.778], [-1.771, 4.899, 3.037], [-2.407, 6.025, 3.847], [4.509, -3.606, 3.359], [4.124, -3.553, 4.241], [5.041, -2.806, 3.286]], "mulliken_spin": [0.00, 0.00, 0.02, 0.01, 0.00, 0.00, 0.00, 0.00, 0.00, 0.01, 0.00, 0.00, 0.00, 0.02, 0.01, 0.00, 0.02, 0.37, 0.55, 0.00, 0.00, 0.01, 0.00, 0.00, -0.01, 0.00, 0.00, 0.00, 0.00, 0.00, 0.00, 0.00, 0.00, 0.00, 0.00, 0.00, -0.01, 0.00, 0.00, 0.00, 0.00, 0.00, 0.00, 0.00, 0.00, 0.00, 0.00, 0.00, 0.00, 0.00, 0.00, 0.00, 0.00, 0.00, 0.00, 0.00, 0.00, 0.00, 0.00, 0.00, 0.00, 0.00, 0.00, 0.00, 0.00, 0.00, 0.00, 0.00, 0.00, 0.00, 0.00, 0.00, 0.00, 0.00, 0.00, 0.00, 0.00, 0.00, 0.00, 0.00, 0.00, 0.00, 0.00]}

[4]
{"formula": "C11H4AlF5NS2", "method": "ωB97M-V/def2-TZVPD", "homo_energy_ev": -12.569, "e_tot_ev": -54811.8256, "homo_lumo_gap_ev": 8.356, "total_charge": 1, "symbols": ["Al", "S", "C", "C", "C", "C", "C", "N", "H", "H", "H", "H", "F", "C", "C", "F", "C", "F", "C", "S", "C", "F", "C", "F"], "positions_angstrom": [[0.912, 0.236, -1.387], [0.421, 0.580, -3.414], [-0.677, -0.693, -2.873], [-1.567, -1.512, -3.613], [-2.206, -2.571, -2.958], [-1.970, -2.817, -1.613], [-1.223, -1.937, -0.956], [-0.510, -0.957, -1.575], [-1.614, -1.267, -4.675], [-2.845, -3.228, -3.478], [-2.455, -3.595, -1.053], [-1.043, -1.936, 0.129], [-0.120, 2.847, 4.351], [0.506, 2.221, 3.394], [-0.036, 2.251, 2.078], [-1.180, 2.862, 1.915], [0.710, 1.694, 1.119], [0.173, 1.623, -0.182], [1.935, 1.114, 1.272], [2.635, 0.138, -0.045], [2.513, 1.140, 2.488], [3.661, 0.462, 2.666], [1.769, 1.719, 3.604], [2.209, 1.626, 4.806]], "nbo_charge": [1.56, -0.18, 0.11, -0.25, -0.06, -0.26, 0.09, -0.71, 0.26, 0.25, 0.26, 0.23, -0.25, 0.29, 0.29, -0.25, 0.31, -0.35, -0.29, -0.20, 0.35, -0.27, 0.32, -0.25]}